Entry 1:
{
  "formula": "C34H28CeF12N10O4S",
  "method": "ωB97M-V/def2-TZVPD",
  "lumo_energy_ev": [1.77, 1.82],
  "gap_ha": [0.203, 0.223],
  "multiplicity": 2,
  "s_squared": 0.7515,
  "energy_ha": -4232.6773,
  "total_charge": -1,
  "species": ["Ce", "N", "C", "S", "N", "N", "C", "C", "C", "C", "C", "C", "C", "C", "C", "C", "C", "C", "N", "H", "H", "H", "H", "H", "H", "H", "H", "H", "H", "H", "C", "C", "C", "C", "C", "N", "C", "C", "C", "C", "C", "C", "C", "C", "O", "C", "F", "F", "F", "C", "F", "F", "F", "C", "C", "C", "O", "C", "F", "F", "F", "C", "F", "F", "F", "H", "H", "H", "H", "H", "H", "H", "H", "H", "H", "H", "H", "N", "N", "C", "N", "N", "N", "O", "O", "H", "H", "H", "H", "H"],
  "xyz": [[1.8876, 0.4910, -1.1753], [2.5033, -3.8979, 0.8449], [2.3853, -2.5293, 0.8777], [3.7822, -1.6386, 1.3171], [1.2026, -1.9668, 0.6497], [1.0761, -0.5450, 0.7976], [-1.0283, -1.5725, 0.3441], [-2.4363, -1.7164, -0.2495], [-2.7172, -2.6562, -1.2429], [-4.0098, -2.8686, -1.7078], [-5.0706, -2.1478, -1.1820], [-4.8159, -1.2235, -0.1740], [-3.5205, -1.0255, 0.2906], [-1.2298, -0.8599, 2.7709], [-2.5097, -0.5704, 3.5209], [-2.6660, 0.6857, 3.9657], [-1.7178, 1.7264, 3.5893], [-0.9339, 1.4981, 2.5042], [-0.9077, 0.2695, 1.9229], [3.4686, -4.1651, 0.7813], [1.8790, -4.4253, 0.2637], [-1.9251, -3.2392, -1.6819], [-4.1792, -3.6038, -2.4888], [-6.0806, -2.3102, -1.5417], [-5.6304, -0.6528, 0.2654], [-3.3618, -0.3473, 1.1177], [-3.2198, -1.3754, 3.7129], [-3.5331, 0.9518, 4.5662], [-1.7361, 2.7060, 4.0516], [-0.3239, 2.2767, 2.0556], [-1.0490, -5.7635, 1.5381], [-0.8029, -4.3212, 1.1948], [-1.1006, -3.2933, 2.1940], [-1.1705, -2.0268, 1.8182], [-0.3167, -0.1261, 0.6045], [-0.2535, 0.9432, -0.3705], [-0.9379, 2.1413, -0.3422], [-2.3007, 2.2324, -0.0130], [-2.9911, 3.4272, 0.0707], [-2.3756, 4.6360, -0.2171], [-3.1008, 5.9625, -0.0987], [-1.0460, 4.5743, -0.6138], [-0.3055, 3.3856, -0.6843], [1.1862, 3.4396, -1.1023], [2.0186, 2.5498, -0.4676], [1.2744, 3.1522, -2.6517], [0.7614, 1.8963, -2.9174], [0.6287, 3.9816, -3.4573], [2.5502, 3.1066, -3.0809], [1.8429, 4.8571, -0.9001], [1.6017, 5.2895, 0.3490], [1.4087, 5.8021, -1.7627], [3.1760, 4.7988, -1.0467], [0.1141, -2.4882, -0.2458], [-0.2446, -3.9509, 0.0458], [0.7227, -2.2407, -1.8057], [1.9224, -1.6129, -1.7369], [-0.2066, -1.4086, -2.8509], [0.6254, -0.6634, -3.6256], [-0.9044, -2.1969, -3.6911], [-1.0635, -0.5463, -2.3386], [1.0123, -3.5782, -2.6122], [1.5246, -3.2904, -3.8158], [-0.0580, -4.3836, -2.8177], [1.9379, -4.3161, -1.9634], [-2.0979, -5.9321, 1.8111], [-0.4385, -6.0494, 2.4030], [-0.7944, -6.4235, 0.7048], [-1.2170, -3.5718, 3.2445], [-0.4261, -1.0173, 3.5072], [-2.8289, 1.3121, 0.1657], [-4.0425, 3.4131, 0.3563], [-4.1412, 5.8135, 0.2022], [-3.1043, 6.5129, -1.0448], [-2.6318, 6.6088, 0.6488], [-0.5764, 5.5121, -0.8801], [-0.0303, -4.7210, -0.6800], [3.5523, 1.4171, 1.9221], [4.8508, 1.3984, 1.3984], [5.2044, 1.0956, 0.1593], [6.5021, 1.0561, -0.1265], [4.2147, 0.8593, -0.7327], [4.4987, 0.6048, -2.0164], [3.4846, 0.5679, -2.7599], [5.6305, 0.3732, -2.4537], [2.9896, 2.0305, 1.3458], [3.1831, 0.4669, 1.8648], [5.5701, 1.3601, 2.0923], [7.1816, 1.2884, 0.5718], [6.7552, 0.7873, -1.0555]]
}

***

Entry 2:
{
  "formula": "C34H28ClCrN7O2",
  "method": "ωB97M-V/def2-TZVPD",
  "lumo_energy_ev": [-2.65, -3.28],
  "gap_ha": [0.194, 0.170],
  "multiplicity": 4,
  "s_squared": 3.7767,
  "energy_ha": -3350.8034,
  "total_charge": 1,
  "species": ["Cr", "Cl", "C", "C", "C", "C", "O", "C", "C", "N", "C", "C", "C", "C", "C", "C", "C", "C", "N", "C", "C", "H", "H", "H", "H", "H", "H", "H", "H", "H", "H", "C", "N", "C", "C", "N", "C", "C", "C", "C", "C", "C", "N", "C", "N", "C", "C", "C", "C", "C", "C", "N", "H", "H", "H", "H", "H", "H", "H", "H", "H", "H", "H", "H", "H", "H", "H", "C", "C", "O", "H", "H", "H"],
  "xyz": [[-0.4458, 0.7070, 0.1167], [6.7648, 1.3429, -0.0358], [5.0478, 1.5296, 0.0482], [4.4908, 2.7996, 0.2369], [3.1280, 2.9379, 0.2836], [2.2486, 1.8338, 0.1673], [0.9755, 2.0249, 0.2072], [2.8377, 0.5365, 0.0050], [2.0803, -0.6593, -0.1004], [0.7849, -0.7551, -0.0188], [0.1825, -2.0696, -0.2067], [0.8718, -3.2585, 0.3702], [0.1653, -4.3803, 0.6719], [-1.2333, -4.4070, 0.6423], [-1.9476, -3.2059, 0.5033], [-3.3427, -3.0990, 0.7001], [-3.9305, -1.8613, 0.6112], [-3.1417, -0.7454, 0.3637], [-1.8155, -0.8040, 0.1785], [-1.2489, -2.0059, 0.2295], [4.2404, 0.4273, -0.0702], [5.1334, 3.6598, 0.3437], [2.6880, 3.9161, 0.4127], [2.6796, -1.5528, -0.2530], [1.9392, -3.2480, 0.5014], [0.6971, -5.2648, 0.9919], [-1.7682, -5.3224, 0.8348], [-3.9234, -3.9856, 0.9014], [-4.9956, -1.7356, 0.7237], [-3.6087, 0.2240, 0.2968], [4.6938, -0.5435, -0.2171], [-2.5956, 2.4643, -1.0367], [-1.7828, 2.4332, 0.1776], [-2.4602, 2.5435, 1.4668], [-1.6268, 1.8100, 2.4744], [-0.7363, 0.8951, 2.1563], [-0.1582, 0.4951, 3.3389], [0.8372, -0.4441, 3.5912], [1.1918, -0.6527, 4.9074], [0.5967, 0.0619, 5.9522], [-0.3813, 1.0076, 5.7231], [-0.7542, 1.2073, 4.4026], [-1.6816, 2.0340, 3.8112], [-1.7674, 1.8658, -2.1313], [-0.6730, 1.1865, -1.8754], [-0.0955, 0.9072, -3.0887], [1.1265, 0.3257, -3.4100], [1.4411, 0.2088, -4.7472], [0.5604, 0.6208, -5.7524], [-0.6476, 1.2151, -5.4524], [-0.9436, 1.3843, -4.1094], [-1.9882, 2.0051, -3.4624], [-2.9193, 3.4788, -1.3187], [-3.4965, 1.8566, -0.8952], [-1.0822, 3.1736, 0.1153], [-3.4544, 2.0826, 1.4077], [-2.5989, 3.5854, 1.7939], [1.3017, -0.9826, 2.7808], [1.9482, -1.3848, 5.1465], [0.9164, -0.1299, 6.9644], [-0.8286, 1.5654, 6.5304], [-2.3060, 2.6677, 4.2834], [1.7940, -0.0087, -2.6324], [2.3961, -0.2049, -5.0288], [0.8350, 0.4735, -6.7854], [-1.3239, 1.5498, -6.2243], [-2.7814, 2.4319, -3.9111], [0.9986, -3.0836, -2.4845], [0.0479, -2.1758, -1.7776], [-0.8039, -1.5318, -2.3320], [0.5747, -4.0860, -2.4969], [1.9662, -3.1285, -1.9967], [1.1075, -2.7585, -3.5151]]
}

***

Entry 3:
{
  "formula": "C34H28FN3O13S",
  "method": "ωB97M-V/def2-TZVPD",
  "lumo_energy_ev": -2.02,
  "gap_ha": 0.284,
  "smiles": "NCCCN(N=C=O)S(=O)(=O)F.O=C1C=CC(=O)C=C1.O=C1C=CC(=O)C=C1.O=C1C=CC(=O)C=C1.O=C1C=CC(=O)C=C1.O=C1C=CC(=O)C=C1",
  "energy_ha": -2952.4784,
  "species": ["N", "C", "C", "C", "N", "N", "C", "O", "S", "O", "O", "F", "H", "H", "H", "H", "H", "H", "H", "H", "O", "C", "C", "C", "C", "O", "C", "C", "H", "H", "H", "H", "O", "C", "C", "C", "C", "O", "C", "C", "H", "H", "H", "H", "O", "C", "C", "C", "C", "O", "C", "C", "H", "H", "H", "H", "O", "C", "C", "C", "C", "O", "C", "C", "H", "H", "H", "H", "O", "C", "C", "C", "C", "O", "C", "C", "H", "H", "H", "H"],
  "xyz": [[0.6695, 3.3552, 5.6205], [0.1066, 2.8922, 4.2769], [-0.0858, 4.2225, 3.3461], [-0.4964, 3.6447, 1.8622], [0.7060, 2.9221, 1.3475], [1.4731, 3.6730, 0.4558], [2.7025, 3.6810, 1.0134], [3.8528, 3.4958, 1.4979], [0.4162, 1.3089, 0.8235], [1.2102, 0.3755, 1.7392], [0.8911, 1.0866, -0.6146], [-1.1795, 0.7863, 0.8838], [1.6925, 3.4386, 5.4248], [0.5839, 2.5359, 6.2625], [-0.8849, 2.3260, 4.4168], [0.9158, 2.1910, 3.8369], [0.9421, 4.7363, 3.2403], [-0.8903, 4.9056, 3.7979], [-0.7948, 4.5782, 1.2285], [-1.4370, 3.0118, 2.0260], [2.8338, -2.8621, 4.7184], [3.1786, -3.1886, 3.5959], [3.8589, -4.4770, 3.3467], [4.2381, -4.8332, 2.1184], [3.9931, -3.9559, 0.9539], [4.3384, -4.2838, -0.1677], [3.3129, -2.6674, 1.2028], [2.9336, -2.3116, 2.4321], [4.0302, -5.1083, 4.2101], [4.7380, -5.7728, 1.9182], [3.1415, -2.0357, 0.3393], [2.4339, -1.3726, 2.6325], [-6.1824, -1.2184, 0.1823], [-5.1917, -1.9021, -0.0065], [-3.8323, -1.3415, 0.1461], [-2.7481, -2.0897, -0.0630], [-2.8595, -3.5106, -0.4542], [-1.8677, -4.1940, -0.6431], [-4.2180, -4.0707, -0.6067], [-5.3024, -3.3225, -0.3977], [-3.7684, -0.2992, 0.4339], [-1.7450, -1.6953, 0.0436], [-4.2816, -5.1122, -0.8944], [-6.3050, -3.7168, -0.5046], [2.3655, 6.3917, 4.0903], [2.6053, 7.3566, 3.3844], [3.2244, 7.1990, 2.0527], [3.4894, 8.2552, 1.2821], [3.1730, 9.6288, 1.7271], [3.4130, 10.5922, 1.0228], [2.5528, 9.7868, 3.0592], [2.2882, 8.7298, 3.8293], [3.4493, 6.1866, 1.7411], [3.9434, 8.1571, 0.3038], [2.3276, 10.7993, 3.3707], [1.8339, 8.8272, 4.8075], [-3.1326, -5.4343, -7.9814], [-3.6012, -5.1911, -6.8838], [-5.0580, -5.0304, -6.6893], [-5.5698, -4.7616, -5.4869], [-4.7027, -4.6151, -4.2989], [-5.1692, -4.3712, -3.1990], [-3.2482, -4.7759, -4.4938], [-2.7359, -5.0443, -5.6951], [-5.6788, -5.1416, -7.5699], [-6.6339, -4.6398, -5.3261], [-2.6273, -4.6645, -3.6131], [-1.6724, -5.1655, -5.8544], [2.7963, -1.6967, -1.6803], [1.8961, -1.9470, -2.4615], [2.1346, -2.7674, -3.6676], [1.1494, -3.0405, -4.5249], [-0.2219, -2.5360, -4.3046], [-1.1230, -2.7872, -5.0868], [-0.4604, -1.7159, -3.0993], [0.5240, -1.4424, -2.2416], [3.1447, -3.1300, -3.8138], [1.3067, -3.6392, -5.4135], [-1.4709, -1.3535, -2.9533], [0.3659, -0.8443, -1.3546]]
}